Formula: C14H10N2O2ReS3SbSe4
Source: OMol25
Level of theory: ωB97M-V/def2-TZVPD

```
37
Properties=species:S:1:pos:R:3
Re 0.106 0.283 0.226
S -2.393 0.960 3.899
C -1.431 0.827 2.669
S -1.521 1.565 1.006
S 0.118 -0.091 2.436
O 6.154 -4.428 2.901
C 4.880 -4.479 2.489
O 4.241 -5.482 2.595
C 4.268 -3.234 1.880
C 2.951 -3.364 1.451
C 2.289 -2.288 0.888
C 2.953 -1.081 0.738
C 4.264 -0.928 1.170
C 4.914 -2.011 1.741
N 2.236 0.012 0.114
C 2.868 0.920 -0.533
C 2.094 1.980 -1.164
C 2.679 3.005 -1.875
C 1.854 3.957 -2.469
C 0.485 3.837 -2.324
C -0.033 2.787 -1.582
N 0.749 1.864 -1.007
H 6.556 -3.565 2.758
H 2.463 -4.322 1.574
H 1.264 -2.417 0.561
H 4.780 0.021 1.117
H 5.930 -1.857 2.082
H 3.946 0.900 -0.659
H 3.755 3.059 -1.964
H 2.283 4.778 -3.027
H -0.192 4.554 -2.766
H -1.098 2.688 -1.423
Se 0.839 -1.314 -4.228
Sb -0.937 -2.218 -5.410
Se -0.535 -1.244 -1.472
Se -2.208 -0.063 -2.575
Se -2.963 -1.766 -3.909
```

Summary:
**Relative energy (zero: lowest compared OMol25 entry of this formula, charge and spin)**: 0.00 kJ/mol
**Electronic energy**: -11917.8017 Ha
**Largest force on an atom**: 0.653 eV/A
**Total charge**: +2